Below is 7 unconnected molecules or ions with the total composition C30H68BN8O8, with properties calculated with ωB97M-V/def2-TZVPD.

Output
Total energy   -61192.19788 eV
LUMO (spin up / spin down)   0.409 / 0.409 eV
F_max   1.79 eV/Å
HOMO energy (spin up / spin down)   -7.2928 / -8.4476 eV
2S+1   2

Last column: Mulliken charge in e.
Cartesian coordinates (Å):
O (6.643, 0.699, -6.717)  -0.626
O (-6.249, -2.635, 10.300)  -0.647
O (-4.094, -1.693, -0.702)  -0.662
O (10.073, -0.229, -9.897)  -0.596
O (-6.069, -1.062, 5.706)  -0.488
O (2.217, 2.242, 1.283)  -0.639
O (-3.165, 2.314, 3.481)  -0.674
O (2.628, 1.518, -3.378)  -0.653
N (2.678, 0.702, -5.463)  -0.164
N (-2.368, 1.403, 3.037)  0.782
N (-8.163, -0.792, 6.448)  -0.113
N (7.500, 1.966, -8.350)  -0.139
N (-5.097, -2.815, 1.233)  -0.770
N (2.471, 4.387, 0.699)  -0.147
N (-4.713, -4.248, 10.531)  -0.139
N (10.173, -1.154, -11.936)  -0.133
C (10.756, -0.678, -10.807)  0.816
C (4.802, 1.151, -4.326)  -1.037
C (-7.139, 0.111, 2.805)  -1.099
C (-2.961, 0.247, 5.087)  -1.951
C (3.293, 1.145, -4.336)  0.729
C (-3.597, -4.944, 11.145)  -0.862
C (-4.779, -2.431, 12.177)  -1.368
C (2.679, 3.055, 0.499)  0.693
C (12.261, -0.727, -10.725)  -1.486
C (8.043, 2.260, -9.662)  -0.703
C (-2.575, 2.782, 0.997)  -2.066
C (2.928, 5.497, -0.114)  -0.873
C (10.813, -1.719, -13.110)  -0.894
C (-6.676, 0.327, 1.362)  -0.915
C (-2.644, 0.065, 3.590)  2.266
C (-2.805, 0.249, 0.837)  -3.273
C (-0.610, 1.361, 1.299)  -2.378
C (-9.343, -1.092, 7.237)  -0.960
C (-3.891, -0.602, 2.948)  -2.173
C (-4.150, -0.277, 1.448)  2.972
C (7.083, 0.773, -7.860)  0.635
C (-2.148, 1.431, 1.566)  1.985
C (-1.413, -0.868, 3.509)  -1.969
C (-6.975, -1.451, 6.431)  0.742
C (3.480, 2.651, -0.712)  -1.295
C (7.176, -0.432, -8.760)  -1.017
C (-5.313, -3.099, 10.934)  0.798
C (3.291, 0.221, -6.687)  -0.465
C (-6.833, -2.651, 7.330)  -1.395
C (-5.230, 0.797, 1.223)  -1.127
B (-4.454, -1.637, 0.655)  0.863
H (-9.177, -1.961, 7.864)  0.359
H (-4.737, -0.367, 3.577)  -0.412
H (-3.636, 2.964, 1.076)  0.381
H (-3.048, 0.618, -0.153)  0.679
H (-2.238, 2.818, -0.033)  0.482
H (7.408, 2.723, -7.692)  0.231
H (-3.734, -2.151, 12.045)  0.373
H (-0.347, 1.988, 0.460)  0.435
H (3.559, 6.159, 0.481)  0.296
H (8.216, -0.626, -9.048)  0.230
H (-0.086, 1.781, 2.149)  0.562
H (1.928, 4.590, 1.523)  0.245
H (9.049, 2.670, -9.562)  0.277
H (-5.360, -1.533, 12.362)  0.290
H (-8.209, 0.307, 2.863)  0.500
H (2.071, 6.069, -0.476)  0.283
H (-7.009, -0.917, 3.122)  0.229
H (5.193, 0.145, -4.468)  0.363
H (12.568, -0.315, -9.769)  0.284
H (-6.918, -0.546, 0.756)  0.335
H (7.413, 2.999, -10.163)  0.276
H (3.496, 5.142, -0.967)  0.327
H (-6.964, -2.371, 8.374)  0.454
H (4.374, 0.251, -6.615)  -0.003
H (-5.559, -2.563, 2.103)  0.255
H (-2.957, -0.719, 5.577)  0.593
H (2.974, 0.843, -7.527)  0.275
H (2.995, 2.982, -1.625)  0.416
H (-2.234, 0.935, 5.513)  0.476
H (-7.564, -3.416, 7.058)  0.399
H (-5.078, 1.570, 1.974)  0.444
H (-2.033, 3.547, 1.546)  0.457
H (12.710, -0.135, -11.523)  0.398
H (-3.944, 0.666, 5.233)  0.302
H (-2.770, -5.015, 10.437)  0.293
H (-6.655, 0.799, 3.490)  0.264
H (5.192, 1.796, -5.109)  0.300
H (-3.289, -2.232, -0.799)  0.292
H (-5.117, -4.641, 9.695)  0.207
H (12.617, -1.756, -10.793)  0.398
H (-1.611, -1.769, 2.939)  0.269
H (10.555, -1.130, -13.991)  0.295
H (1.672, 0.723, -5.405)  0.234
H (-2.112, -0.573, 0.679)  0.514
H (10.465, -2.742, -13.263)  0.293
H (-3.900, -5.953, 11.426)  0.288
H (2.974, -0.806, -6.879)  0.271
H (5.136, 1.525, -3.362)  0.152
H (-1.153, -1.205, 4.505)  0.567
H (8.094, 1.364, -10.268)  0.200
H (6.792, -1.290, -8.215)  0.316
H (-7.296, 1.133, 0.972)  0.431
H (-8.193, 0.000, 5.825)  0.236
H (-4.378, -3.494, 1.481)  0.295
H (-10.190, -1.287, 6.577)  0.306
H (9.166, -1.094, -11.926)  0.215
H (11.891, -1.729, -12.998)  0.347
H (-9.589, -0.241, 7.874)  0.298
H (-5.835, -3.060, 7.204)  0.236
H (-4.872, -3.093, 13.039)  0.378
H (4.487, 3.072, -0.655)  0.412
H (-3.254, -4.421, 12.032)  0.329
H (-5.075, 1.275, 0.261)  0.556
H (-0.525, -0.391, 3.109)  0.332
H (-3.741, -1.668, 3.075)  0.553
H (-0.261, 0.348, 1.149)  0.357
H (6.569, -0.287, -9.656)  0.368
H (3.552, 1.570, -0.740)  0.314